[1]
{"formula": "C22H29N4ORbSi", "method": "ωB97M-V/def2-TZVPD", "species": ["Rb", "C", "C", "C", "C", "C", "C", "C", "N", "N", "C", "C", "C", "C", "C", "C", "N", "C", "C", "C", "C", "C", "C", "N", "H", "H", "H", "H", "H", "H", "H", "H", "H", "H", "H", "H", "H", "H", "H", "H", "H", "H", "H", "H", "C", "Si", "C", "C", "O", "H", "H", "H", "H", "H", "H", "H", "H", "H"], "coordinates": [[0.204, -1.390, -0.922], [-0.605, -0.125, 3.277], [-1.905, 0.387, 2.590], [-1.518, 1.413, 1.470], [-1.399, 2.782, 1.747], [-0.982, 3.674, 0.750], [-0.876, 3.159, -0.545], [-0.975, 1.764, -0.720], [-1.338, 0.968, 0.217], [0.220, -1.052, 2.408], [-0.071, -2.470, 2.535], [-1.395, -2.995, 2.237], [-2.042, -3.796, 3.176], [-3.326, -4.333, 2.870], [-3.752, -4.108, 1.573], [-3.104, -3.322, 0.689], [-1.920, -2.766, 0.973], [1.675, -0.809, 2.555], [2.031, 0.540, 1.852], [2.492, 1.664, 2.537], [2.754, 2.835, 1.950], [2.606, 2.879, 0.575], [2.176, 1.791, -0.093], [1.859, 0.605, 0.531], [-0.853, -0.547, 4.265], [0.040, 0.691, 3.578], [-2.525, 0.873, 3.318], [-2.446, -0.438, 2.166], [-1.437, 3.205, 2.742], [-0.907, 4.754, 0.991], [-0.557, 3.772, -1.327], [-0.942, 1.332, -1.683], [0.239, -2.824, 3.516], [0.638, -2.941, 1.819], [-1.645, -3.868, 4.213], [-3.738, -4.976, 3.603], [-4.764, -4.458, 1.300], [-3.507, -3.135, -0.309], [2.165, -1.677, 2.048], [1.998, -0.836, 3.660], [2.449, 1.591, 3.660], [3.079, 3.731, 2.564], [2.741, 3.840, 0.088], [2.110, 1.830, -1.202], [1.376, 1.887, -4.736], [0.947, -0.062, -4.679], [-0.226, -0.486, -6.083], [2.652, -0.643, -5.166], [0.358, -0.315, -3.258], [0.430, 2.461, -4.913], [2.070, 2.049, -5.550], [1.752, 2.173, -3.772], [0.225, -0.236, -7.079], [-1.143, 0.088, -6.042], [-0.530, -1.563, -6.103], [2.821, -0.624, -6.256], [2.804, -1.744, -4.939], [3.511, -0.202, -4.667]], "energy_ev": -39826.4120, "max_force_ha_per_bohr": 0.085, "homo_lumo_gap_ha": 0.2569, "homo_ev": -7.0, "spin_multiplicity": 1}

[2]
{"formula": "C22H29N5O2S", "method": "ωB97M-V/def2-TZVPD", "species": ["O", "C", "C", "N", "C", "S", "N", "C", "C", "C", "C", "C", "C", "C", "C", "C", "C", "C", "C", "N", "C", "N", "C", "C", "N", "C", "C", "O", "C", "C", "H", "H", "H", "H", "H", "H", "H", "H", "H", "H", "H", "H", "H", "H", "H", "H", "H", "H", "H", "H", "H", "H", "H", "H", "H", "H", "H", "H", "H"], "coordinates": [[-1.379, -1.319, -1.577], [-1.838, -0.197, -1.452], [-0.927, 1.019, -1.315], [0.436, 0.563, -1.226], [1.247, 0.929, -0.202], [0.828, 2.212, 0.775], [2.416, 0.274, -0.046], [2.907, -0.778, -0.923], [2.763, -2.139, -0.283], [1.517, -2.742, -0.151], [1.399, -3.969, 0.478], [2.519, -4.607, 0.983], [3.763, -4.015, 0.852], [3.882, -2.787, 0.224], [3.302, 0.580, 1.062], [4.551, 1.273, 0.594], [4.477, 2.464, -0.121], [5.647, 3.064, -0.551], [6.853, 2.445, -0.252], [6.936, 1.316, 0.428], [5.816, 0.750, 0.839], [-3.148, 0.086, -1.461], [-4.178, -0.925, -1.450], [-5.001, -0.810, -0.160], [-5.531, 0.541, -0.054], [-6.814, 0.735, -0.716], [-7.990, 0.204, 0.115], [-8.005, 0.773, 1.407], [-6.792, 0.524, 2.085], [-5.602, 1.081, 1.295], [-1.054, 1.671, -2.188], [-1.174, 1.595, -0.415], [0.520, -0.383, -1.585], [3.968, -0.574, -1.109], [2.393, -0.740, -1.884], [0.628, -2.268, -0.542], [0.426, -4.428, 0.571], [2.424, -5.564, 1.474], [4.643, -4.507, 1.240], [4.857, -2.331, 0.118], [2.755, 1.233, 1.750], [3.553, -0.352, 1.578], [3.514, 2.910, -0.326], [5.626, 3.991, -1.104], [7.796, 2.869, -0.570], [5.935, -0.170, 1.399], [-3.471, 1.018, -1.242], [-3.689, -1.899, -1.511], [-4.822, -0.792, -2.324], [-4.338, -0.993, 0.689], [-5.776, -1.588, -0.160], [-6.797, 0.248, -1.691], [-6.944, 1.812, -0.862], [-8.941, 0.475, -0.347], [-7.934, -0.893, 0.194], [-6.880, 1.017, 3.055], [-6.665, -0.559, 2.242], [-4.668, 0.876, 1.820], [-5.721, 2.166, 1.202]], "energy_ev": -45665.8910, "max_force_ha_per_bohr": 0.017, "de_lowest_kcal_mol": 13.4, "homo_lumo_gap_ha": 0.3187, "homo_ev": -8.1, "smiles": "O=C(CNC(=S)N(Cc1ccccc1)Cc1cccnc1)NCCN1CCOCC1", "spin_multiplicity": 1}

[3]
{"formula": "C22H29N5O5", "method": "ωB97M-V/def2-TZVPD", "species": ["C", "O", "C", "C", "C", "O", "C", "C", "C", "C", "N", "C", "N", "C", "C", "C", "C", "C", "C", "O", "N", "C", "C", "O", "C", "O", "C", "C", "C", "N", "N", "C", "H", "H", "H", "H", "H", "H", "H", "H", "H", "H", "H", "H", "H", "H", "H", "H", "H", "H", "H", "H", "H", "H", "H", "H", "H", "H", "H", "H", "H"], "coordinates": [[5.558, -4.033, 1.612], [4.816, -3.019, 0.979], [3.470, -3.172, 0.866], [2.760, -4.261, 1.346], [1.374, -4.331, 1.183], [0.790, -5.449, 1.697], [-0.603, -5.596, 1.563], [0.697, -3.309, 0.539], [1.418, -2.216, 0.057], [0.718, -1.137, -0.613], [1.345, -0.035, -1.071], [0.377, 0.701, -1.578], [0.426, 1.886, -2.155], [-0.705, 2.446, -2.516], [-0.564, 3.775, -3.185], [-1.970, 1.836, -2.311], [-3.249, 2.568, -2.622], [-3.588, 3.590, -1.517], [-3.372, 2.948, -0.154], [-4.114, 2.095, 0.292], [-2.285, 3.392, 0.508], [-1.806, 2.795, 1.729], [-0.377, 2.262, 1.530], [0.385, 3.361, 1.119], [1.747, 3.077, 0.848], [0.088, 1.709, 2.732], [0.586, 0.390, 2.648], [-2.015, 0.566, -1.765], [-3.235, -0.253, -1.523], [-0.836, 0.024, -1.408], [-0.600, -1.138, -0.802], [2.792, -2.141, 0.216], [6.596, -3.704, 1.578], [5.253, -4.164, 2.655], [5.465, -4.988, 1.084], [3.237, -5.083, 1.854], [-0.845, -6.549, 2.031], [-1.143, -4.793, 2.074], [-0.904, -5.622, 0.511], [-0.369, -3.322, 0.391], [0.494, 3.980, -3.320], [-1.058, 3.772, -4.155], [-1.000, 4.570, -2.583], [-3.169, 3.089, -3.577], [-4.065, 1.851, -2.691], [-4.637, 3.873, -1.608], [-2.975, 4.485, -1.612], [-1.645, 4.047, 0.087], [-1.775, 3.535, 2.533], [-2.480, 1.982, 2.003], [-0.369, 1.487, 0.742], [2.175, 4.010, 0.488], [2.266, 2.763, 1.757], [1.845, 2.306, 0.078], [0.912, 0.132, 3.653], [-0.198, -0.308, 2.331], [1.430, 0.308, 1.956], [-2.937, -1.217, -1.120], [-3.886, 0.249, -0.807], [-3.789, -0.404, -2.448], [3.336, -1.293, -0.164]], "energy_ev": -40972.8039, "max_force_ha_per_bohr": 0.029, "de_lowest_kcal_mol": 42.8, "homo_lumo_gap_ha": 0.3159, "homo_ev": -8.3, "smiles": "COc1cc(OC)cc(-c2nc3nc(C)c(CCC(=O)NCC(OC)OC)c(C)n3n2)c1", "spin_multiplicity": 1}

[4]
{"formula": "C22H29NO4", "method": "ωB97M-V/def2-TZVPD", "species": ["C", "C", "O", "C", "O", "C", "C", "C", "C", "C", "C", "O", "C", "C", "C", "C", "C", "N", "C", "O", "C", "C", "C", "C", "C", "C", "C", "H", "H", "H", "H", "H", "H", "H", "H", "H", "H", "H", "H", "H", "H", "H", "H", "H", "H", "H", "H", "H", "H", "H", "H", "H", "H", "H", "H", "H"], "coordinates": [[-0.702, -3.136, 4.981], [-1.344, -1.819, 4.568], [-0.751, -1.304, 3.374], [-1.203, -1.789, 2.213], [-2.091, -2.597, 2.129], [-0.414, -1.241, 1.028], [0.883, -2.098, 1.006], [1.811, -1.746, -0.120], [1.714, -2.378, -1.351], [2.548, -2.045, -2.405], [3.512, -1.057, -2.240], [4.383, -0.643, -3.201], [4.314, -1.240, -4.473], [3.628, -0.428, -1.000], [2.791, -0.770, 0.040], [-0.092, 0.246, 1.211], [-1.372, 1.088, 1.175], [-2.077, 0.863, -0.062], [-2.148, 1.737, -1.095], [-2.574, 1.419, -2.192], [-1.714, 3.134, -0.827], [-2.279, 4.025, -0.022], [-1.660, 5.383, -0.155], [-0.393, 5.120, -0.987], [-0.624, 3.758, -1.660], [-2.455, -0.519, -0.266], [-1.225, -1.426, -0.259], [0.371, -3.010, 5.103], [-0.886, -3.892, 4.221], [-1.130, -3.470, 5.921], [-2.417, -1.959, 4.399], [-1.182, -1.046, 5.322], [1.395, -1.955, 1.960], [0.590, -3.147, 0.924], [0.978, -3.155, -1.495], [2.437, -2.563, -3.344], [4.521, -2.314, -4.425], [3.338, -1.078, -4.941], [5.084, -0.753, -5.070], [4.389, 0.327, -0.878], [2.906, -0.279, 0.995], [0.422, 0.407, 2.158], [0.561, 0.564, 0.397], [-1.126, 2.146, 1.268], [-2.026, 0.804, 2.008], [-3.114, 3.845, 0.634], [-2.350, 6.052, -0.677], [-1.438, 5.832, 0.814], [0.473, 5.059, -0.326], [-0.207, 5.908, -1.713], [-0.978, 3.862, -2.688], [0.277, 3.143, -1.683], [-2.967, -0.581, -1.228], [-3.145, -0.819, 0.529], [-1.551, -2.464, -0.341], [-0.597, -1.181, -1.115]], "energy_ev": -32965.3491, "max_force_ha_per_bohr": 0.011, "de_lowest_kcal_mol": 39.1, "homo_lumo_gap_ha": 0.3350, "homo_ev": -8.4, "smiles": "CCOC(=O)C1(Cc2ccc(OC)cc2)CCN(C(=O)C2=CCCC2)CC1", "spin_multiplicity": 1}